Entry 1:
{
  "formula": "C27H37F3N2O2Zn",
  "method": "wB97M-V/def2-TZVPD",
  "gap_ev": 3.742,
  "total_charge": 2,
  "max_force_ev_per_a": 2.56,
  "molar_mass_da": 543.989,
  "e_homo_ev": -13.86,
  "energy_ev": -92220.9933,
  "elements": ["C", "C", "C", "C", "C", "C", "C", "C", "C", "C", "C", "C", "N", "C", "C", "C", "O", "C", "C", "N", "C", "O", "C", "F", "F", "F", "C", "C", "C", "C", "C", "C", "C", "C", "H", "H", "H", "H", "H", "H", "H", "H", "H", "H", "H", "H", "H", "H", "H", "H", "H", "H", "H", "H", "H", "H", "H", "H", "H", "H", "H", "H", "H", "H", "H", "H", "H", "H", "H", "H", "H", "Zn"],
  "coordinates": [[1.86, -4.18, -0.59], [0.92, -4.84, 0.44], [-0.44, -4.10, 0.53], [-0.74, -3.51, 1.91], [-2.22, -3.18, 2.03], [-2.59, -2.32, 3.26], [-3.53, -1.14, 2.91], [-2.83, 0.22, 2.87], [-1.50, 0.16, 2.07], [-1.11, 1.57, 1.61], [-0.06, 1.60, 0.46], [0.89, 0.51, 0.80], [1.68, -0.31, 0.92], [0.64, 2.98, 0.59], [1.92, 2.90, 1.42], [1.67, 2.68, 3.00], [2.19, 3.93, 2.19], [-0.70, 1.27, -0.96], [-2.10, 0.84, -0.79], [-3.16, 0.58, -0.38], [-0.77, 2.45, -1.95], [-1.73, 3.39, -1.45], [-2.65, 3.79, -2.36], [-2.09, 4.34, -3.44], [-3.41, 2.75, -2.77], [-3.44, 4.68, -1.78], [-0.07, 0.07, -1.76], [1.23, 0.33, -2.49], [1.40, -0.36, -3.68], [2.57, -0.24, -4.42], [3.58, 0.60, -3.98], [3.43, 1.29, -2.79], [4.52, 2.20, -2.28], [2.26, 1.15, -2.06], [2.60, -3.56, -0.08], [2.42, -4.95, -1.13], [1.32, -3.57, -1.31], [0.71, -5.86, 0.16], [1.36, -4.79, 1.44], [-0.52, -3.30, -0.22], [-1.26, -4.80, 0.33], [-0.50, -4.22, 2.71], [-0.19, -2.58, 2.07], [-2.84, -4.07, 2.00], [-2.43, -2.53, 1.09], [-3.08, -2.98, 3.97], [-1.67, -1.97, 3.72], [-3.98, -1.37, 1.89], [-4.33, -1.09, 3.64], [-2.54, 0.46, 3.89], [-3.50, 1.00, 2.52], [-1.61, -0.50, 1.19], [-0.76, -0.27, 2.74], [-1.99, 2.15, 1.35], [-0.68, 2.07, 2.48], [1.04, 3.38, -0.35], [0.03, 3.69, 1.14], [2.78, 2.37, 1.00], [2.10, 3.06, 3.93], [2.45, 1.86, 2.94], [-1.12, 2.05, -2.90], [0.21, 2.89, -2.14], [-0.80, -0.14, -2.55], [-0.06, -0.85, -1.16], [0.64, -1.05, -4.04], [2.66, -0.80, -5.33], [4.49, 0.66, -4.56], [5.48, 1.87, -2.67], [4.59, 2.11, -1.20], [4.36, 3.23, -2.60], [2.18, 1.69, -1.12], [-3.24, -1.42, 0.09]]
}



Entry 2:
{
  "formula": "C27H37KN2O2S3Si",
  "method": "wB97M-V/def2-TZVPD",
  "gap_ev": 4.277,
  "total_charge": -2,
  "e_above_lowest_ev": 0.451,
  "max_force_ev_per_a": 0.49,
  "molar_mass_da": 584.990,
  "e_homo_ev": -0.53,
  "energy_ev": -92386.3046,
  "elements": ["K", "C", "C", "C", "C", "C", "C", "C", "C", "C", "C", "H", "H", "H", "H", "H", "H", "H", "H", "H", "H", "H", "H", "H", "H", "S", "C", "S", "S", "C", "C", "O", "N", "C", "C", "C", "C", "C", "C", "N", "H", "H", "H", "H", "H", "H", "H", "H", "H", "H", "O", "H", "H", "C", "Si", "C", "C", "C", "C", "C", "C", "C", "H", "H", "H", "H", "H", "H", "H", "H", "H", "H", "H"],
  "coordinates": [[-0.06, 1.08, 0.73], [0.93, -0.69, 5.63], [-0.44, -0.61, 4.94], [-0.86, 0.86, 4.79], [-0.51, -1.32, 3.60], [-1.75, -1.74, 3.13], [-1.89, -2.43, 1.93], [-0.78, -2.72, 1.14], [-0.93, -3.50, -0.15], [0.46, -2.25, 1.57], [0.60, -1.57, 2.78], [0.85, -0.33, 6.66], [1.66, -0.05, 5.11], [1.31, -1.72, 5.64], [-1.17, -1.11, 5.59], [-0.09, 1.42, 4.24], [-0.98, 1.34, 5.77], [-1.81, 0.95, 4.25], [-2.63, -1.54, 3.73], [-2.88, -2.75, 1.61], [-0.23, -4.33, -0.18], [-0.73, -2.86, -1.01], [-1.94, -3.89, -0.25], [1.34, -2.42, 0.96], [1.59, -1.21, 3.08], [2.65, 3.83, 4.98], [2.11, 3.21, 3.49], [2.46, 1.56, 3.06], [1.22, 4.20, 2.37], [0.73, 0.98, -3.20], [0.96, -0.43, -2.73], [0.08, -1.15, -2.29], [2.27, -0.86, -2.85], [2.77, -2.03, -2.14], [3.85, -1.59, -1.18], [5.19, -1.83, -1.43], [6.14, -1.28, -0.57], [5.71, -0.52, 0.49], [4.34, -0.34, 0.67], [3.43, -0.86, -0.15], [1.14, 1.68, -2.46], [-0.34, 1.16, -3.30], [1.23, 1.15, -4.16], [2.95, -0.15, -3.08], [3.15, -2.78, -2.83], [1.92, -2.44, -1.60], [5.49, -2.43, -2.28], [7.20, -1.44, -0.75], [6.41, -0.05, 1.17], [3.96, 0.28, 1.49], [1.63, 3.62, -0.71], [1.84, 3.60, 0.26], [0.97, 4.31, -0.75], [-4.58, 0.60, -0.30], [-3.08, 1.61, -0.97], [-3.92, 3.35, -1.15], [-3.08, 1.06, -2.82], [-2.83, 1.96, -3.87], [-2.70, 1.55, -5.20], [-2.81, 0.20, -5.52], [-3.05, -0.72, -4.50], [-3.18, -0.30, -3.19], [-5.48, 0.68, -0.93], [-4.84, 0.96, 0.71], [-4.33, -0.47, -0.20], [-4.83, 3.32, -1.76], [-3.23, 4.08, -1.61], [-4.18, 3.74, -0.16], [-2.73, 3.02, -3.64], [-2.52, 2.28, -5.98], [-2.70, -0.13, -6.55], [-3.12, -1.78, -4.74], [-3.35, -1.04, -2.41]]
}



Entry 3:
{
  "formula": "C27H37N11S2SeSn",
  "method": "wB97M-V/def2-TZVPD",
  "gap_ev": 7.296,
  "total_charge": 2,
  "e_above_lowest_ev": 0.749,
  "max_force_ev_per_a": 0.75,
  "molar_mass_da": 777.475,
  "e_homo_ev": -12.71,
  "energy_ev": -137828.8473,
  "elements": ["Sn", "Se", "N", "C", "C", "C", "C", "C", "N", "C", "C", "N", "C", "C", "C", "C", "C", "N", "H", "H", "H", "H", "H", "H", "C", "N", "C", "C", "N", "N", "C", "C", "H", "H", "H", "H", "H", "H", "H", "H", "H", "H", "H", "H", "H", "S", "C", "N", "C", "C", "S", "H", "H", "H", "H", "H", "C", "C", "N", "C", "N", "C", "C", "C", "N", "C", "H", "H", "H", "H", "H", "H", "H", "H", "H", "H", "H", "H", "H"],
  "coordinates": [[0.65, 0.01, -0.83], [6.53, -0.29, 4.60], [6.57, -0.19, 2.83], [5.32, -0.15, 2.44], [4.91, -0.04, 1.05], [5.83, 0.02, -0.01], [5.36, 0.14, -1.30], [3.99, 0.22, -1.50], [3.12, 0.17, -0.51], [3.56, 0.01, 0.75], [2.54, -0.12, 1.80], [1.24, -0.18, 1.43], [0.30, -0.30, 2.37], [0.59, -0.37, 3.72], [1.91, -0.32, 4.11], [2.90, -0.21, 3.14], [4.33, -0.21, 3.48], [4.77, -0.29, 4.71], [6.89, -0.03, 0.21], [6.04, 0.18, -2.14], [3.58, 0.33, -2.50], [-0.73, -0.36, 2.02], [-0.21, -0.46, 4.44], [2.20, -0.38, 5.15], [1.51, 4.69, -1.59], [0.28, 4.59, -0.81], [-0.32, 5.85, -0.37], [-0.14, 3.38, -0.37], [0.66, 2.33, -0.37], [-1.42, 3.28, 0.07], [-2.52, 3.86, -0.71], [-1.80, 2.22, 0.99], [1.49, 5.62, -2.14], [1.58, 3.87, -2.30], [2.40, 4.70, -0.95], [0.48, 6.54, -0.12], [-0.93, 5.69, 0.51], [-0.92, 6.31, -1.16], [1.63, 2.61, -0.49], [-2.13, 4.37, -1.59], [-3.10, 4.57, -0.12], [-3.18, 3.06, -1.05], [-0.93, 1.90, 1.55], [-2.24, 1.36, 0.47], [-2.54, 2.62, 1.69], [1.94, -2.78, -1.22], [1.53, -4.36, -0.87], [1.84, -5.40, -1.63], [1.27, -6.71, -1.28], [0.93, -6.63, 0.20], [0.63, -4.86, 0.54], [2.30, -5.25, -2.51], [2.00, -7.49, -1.48], [0.39, -6.90, -1.89], [1.74, -6.97, 0.83], [0.03, -7.19, 0.44], [-5.15, 0.86, -2.12], [-3.89, 0.91, -2.95], [-2.76, 0.59, -2.07], [-2.81, -0.44, -1.17], [-1.67, -0.88, -0.69], [-1.75, -2.07, 0.17], [-2.92, -1.97, 1.13], [-4.19, -1.86, 0.30], [-4.03, -0.89, -0.79], [-5.26, -0.52, -1.50], [-6.02, 1.06, -2.74], [-5.11, 1.62, -1.33], [-3.72, 1.89, -3.38], [-3.96, 0.18, -3.76], [-1.85, 0.71, -2.47], [-0.81, -2.19, 0.70], [-1.86, -2.97, -0.45], [-2.82, -1.09, 1.77], [-2.99, -2.85, 1.77], [-5.02, -1.52, 0.92], [-4.46, -2.83, -0.11], [-6.07, -0.55, -0.77], [-5.49, -1.26, -2.26]]
}



Entry 4:
{
  "formula": "C27H38AsN2ORuS4Si2",
  "method": "wB97M-V/def2-TZVPD",
  "gap_ev": [6.653, 5.955],
  "e_above_lowest_ev": 0.308,
  "max_force_ev_per_a": 2.20,
  "molar_mass_da": 767.046,
  "e_homo_ev": [-6.65, -6.64],
  "s2": 1.08,
  "energy_ev": -156163.7813,
  "multiplicity": 2,
  "elements": ["Ru", "S", "C", "C", "C", "C", "C", "C", "S", "C", "C", "C", "C", "C", "C", "C", "S", "C", "C", "C", "C", "C", "C", "S", "N", "H", "H", "H", "H", "H", "H", "H", "H", "H", "H", "H", "H", "H", "H", "H", "C", "C", "N", "O", "H", "H", "H", "H", "H", "C", "Si", "C", "C", "As", "Si", "C", "C", "C", "H", "H", "H", "H", "H", "H", "H", "H", "H", "H", "H", "H", "H", "H", "H", "H", "H", "H"],
  "coordinates": [[-0.11, 0.28, 0.73], [-0.67, -1.48, 2.29], [0.05, -0.73, 3.73], [-0.59, -0.72, 4.96], [0.00, -0.16, 6.08], [1.26, 0.42, 6.00], [1.92, 0.42, 4.78], [1.31, -0.12, 3.66], [2.11, -0.17, 2.08], [2.74, 1.52, 1.89], [2.60, 1.89, 0.44], [3.66, 1.92, -0.46], [3.39, 2.29, -1.77], [2.11, 2.67, -2.12], [1.11, 2.59, -1.15], [-0.31, 3.02, -1.40], [-1.51, 1.73, -0.94], [-2.56, 2.65, 0.14], [-3.65, 3.33, -0.41], [-4.49, 4.08, 0.38], [-4.24, 4.14, 1.75], [-3.17, 3.45, 2.30], [-2.31, 2.66, 1.52], [-1.04, 1.77, 2.34], [1.36, 2.15, 0.07], [-1.58, -1.16, 5.03], [-0.53, -0.16, 7.03], [1.72, 0.86, 6.87], [2.92, 0.85, 4.71], [3.78, 1.60, 2.22], [2.09, 2.15, 2.49], [4.66, 1.66, -0.13], [4.19, 2.31, -2.50], [1.88, 3.01, -3.12], [-0.45, 3.31, -2.44], [-0.53, 3.87, -0.77], [-3.82, 3.26, -1.48], [-5.34, 4.60, -0.05], [-4.88, 4.72, 2.40], [-3.00, 3.48, 3.37], [-4.59, -1.98, -0.27], [-3.46, -1.12, 0.24], [-3.71, -0.38, 1.33], [-2.37, -1.09, -0.34], [-5.19, -2.41, 0.53], [-4.18, -2.77, -0.89], [-5.24, -1.36, -0.90], [-4.57, -0.50, 1.83], [-2.94, 0.09, 1.80], [3.74, -2.46, -2.18], [2.43, -2.93, -0.94], [3.19, -3.08, 0.74], [1.72, -4.59, -1.33], [0.75, -1.28, -0.99], [0.00, -1.32, -3.23], [0.99, -0.04, -4.15], [0.28, -2.94, -4.07], [-1.79, -0.90, -3.40], [4.66, -3.01, -1.98], [3.96, -1.39, -2.10], [3.42, -2.66, -3.20], [3.70, -4.05, 0.78], [2.43, -3.06, 1.52], [3.91, -2.29, 0.96], [2.54, -5.32, -1.35], [1.19, -4.65, -2.28], [1.02, -4.89, -0.54], [2.06, -0.08, -3.90], [0.64, 0.97, -3.90], [0.87, -0.18, -5.22], [1.32, -3.26, -4.07], [-0.05, -2.82, -5.11], [-0.32, -3.74, -3.62], [-2.15, -0.25, -2.60], [-2.40, -1.81, -3.37], [-1.95, -0.40, -4.36]]
}



Entry 5:
{
  "formula": "C27H38BN5O3S",
  "method": "wB97M-V/def2-TZVPD",
  "gap_ev": 6.983,
  "max_force_ev_per_a": 0.58,
  "molar_mass_da": 523.512,
  "e_homo_ev": -7.89,
  "energy_ev": -53721.3887,
  "elements": ["C", "O", "C", "C", "C", "C", "C", "C", "C", "C", "C", "C", "B", "O", "O", "C", "C", "C", "N", "S", "N", "C", "H", "H", "H", "H", "H", "H", "H", "H", "H", "H", "H", "H", "H", "H", "H", "H", "H", "H", "H", "H", "H", "H", "H", "N", "C", "C", "C", "C", "H", "H", "H", "H", "H", "N", "C", "C", "C", "C", "H", "H", "H", "H", "H", "N", "C", "C", "C", "C", "H", "H", "H", "H", "H"],
  "coordinates": [[2.80, -2.00, 1.95], [3.40, -1.12, 1.02], [2.53, -0.74, -0.05], [2.50, 0.76, -0.22], [1.55, 1.44, 0.79], [0.20, 1.75, 0.15], [-0.84, 2.40, 1.07], [-1.02, 1.83, 2.48], [-1.98, 0.64, 2.65], [-1.76, -0.56, 1.72], [-2.27, -0.57, 0.29], [-1.70, -1.41, -0.65], [-0.55, -2.45, -0.35], [0.12, -3.03, -1.42], [-0.12, -2.81, 0.91], [-2.17, -1.41, -2.01], [-3.17, -0.64, -2.46], [-3.82, 0.21, -1.54], [-4.84, 1.02, -1.78], [-5.18, 1.74, -0.39], [-4.09, 1.09, 0.57], [-3.36, 0.24, -0.17], [2.31, -2.83, 1.44], [2.07, -1.48, 2.58], [3.59, -2.40, 2.58], [2.84, -1.25, -0.97], [1.52, -1.09, 0.19], [3.50, 1.16, -0.08], [2.17, 0.99, -1.24], [1.42, 0.76, 1.63], [2.00, 2.36, 1.17], [-0.18, 0.84, -0.33], [0.38, 2.45, -0.66], [-1.80, 2.44, 0.56], [-0.54, 3.44, 1.18], [-1.43, 2.63, 3.09], [-0.06, 1.57, 2.93], [-3.01, 0.97, 2.67], [-1.78, 0.25, 3.65], [-2.20, -1.43, 2.20], [-0.68, -0.74, 1.69], [-0.36, -3.78, -1.79], [-0.79, -3.22, 1.47], [-1.66, -2.05, -2.71], [-3.49, -0.66, -3.50], [-0.68, 5.64, -1.99], [-1.43, 6.18, -0.98], [-2.51, 5.36, -0.78], [-2.40, 4.29, -1.70], [-1.27, 4.48, -2.44], [0.17, 6.03, -2.36], [-1.13, 7.10, -0.50], [-3.28, 5.52, -0.04], [-3.08, 3.46, -1.80], [-0.83, 3.90, -3.23], [5.82, 0.71, 1.04], [6.64, 1.27, 1.98], [7.68, 1.87, 1.33], [7.48, 1.66, -0.06], [6.33, 0.94, -0.20], [4.97, 0.19, 1.24], [6.41, 1.20, 3.03], [8.49, 2.40, 1.80], [8.12, 2.00, -0.86], [5.83, 0.57, -1.08], [-3.33, -5.03, -1.83], [-2.95, -5.13, -0.52], [-2.81, -6.45, -0.21], [-3.12, -7.19, -1.39], [-3.44, -6.28, -2.37], [-3.51, -4.17, -2.32], [-2.82, -4.24, 0.08], [-2.53, -6.85, 0.74], [-3.12, -8.26, -1.50], [-3.73, -6.42, -3.39]]
}



Entry 6:
{
  "formula": "C27H38BN6PtS5",
  "method": "wB97M-V/def2-TZVPD",
  "gap_ev": [5.498, 6.103],
  "total_charge": -1,
  "e_above_lowest_ev": 0.123,
  "max_force_ev_per_a": 1.01,
  "molar_mass_da": 812.868,
  "e_homo_ev": [-3.03, -3.83],
  "s2": 2.01,
  "energy_ev": -95662.1774,
  "multiplicity": 3,
  "elements": ["Pt", "C", "C", "C", "C", "N", "C", "C", "N", "B", "N", "C", "C", "N", "C", "S", "C", "C", "C", "C", "N", "C", "C", "N", "C", "S", "C", "C", "C", "C", "C", "S", "H", "H", "H", "H", "H", "H", "H", "H", "H", "H", "H", "H", "H", "H", "H", "H", "H", "H", "H", "H", "H", "H", "H", "H", "H", "H", "H", "H", "H", "H", "H", "H", "H", "H", "S", "C", "C", "C", "C", "C", "C", "S", "H", "H", "H", "H"],
  "coordinates": [[-1.53, 0.46, 0.82], [1.36, 2.90, 4.27], [2.41, 1.79, 4.18], [3.79, 2.39, 4.44], [2.06, 0.74, 5.25], [2.45, 1.10, 2.86], [3.21, -0.06, 2.73], [2.92, -0.60, 1.54], [2.01, 0.22, 0.91], [1.16, -0.17, -0.31], [1.05, -1.70, -0.41], [1.50, -2.51, -1.43], [0.88, -3.69, -1.30], [0.02, -3.61, -0.20], [0.16, -2.37, 0.36], [-0.47, -1.73, 1.81], [-0.99, -4.69, 0.03], [-2.03, -4.33, 1.09], [-0.23, -5.95, 0.47], [-1.73, -4.92, -1.29], [1.68, 0.48, -1.59], [2.84, 1.22, -1.67], [2.80, 1.95, -2.79], [1.59, 1.67, -3.43], [0.91, 0.71, -2.71], [-0.45, -0.19, -3.10], [1.18, 2.49, -4.61], [2.08, 2.10, -5.78], [1.35, 3.97, -4.24], [-0.28, 2.29, -5.01], [1.72, 1.28, 1.71], [0.66, 2.52, 1.25], [1.37, 3.27, 5.30], [0.36, 2.53, 4.04], [1.58, 3.72, 3.60], [3.80, 2.92, 5.40], [4.03, 3.11, 3.65], [4.57, 1.62, 4.46], [1.95, 1.23, 6.22], [2.83, -0.02, 5.35], [1.12, 0.25, 4.99], [3.89, -0.40, 3.49], [3.28, -1.52, 1.09], [0.00, 0.22, -0.11], [2.19, -2.16, -2.17], [0.97, -4.59, -1.89], [-1.59, -4.23, 2.08], [-2.77, -5.14, 1.11], [-2.54, -3.40, 0.85], [0.31, -5.74, 1.39], [0.48, -6.27, -0.29], [-0.94, -6.76, 0.65], [-2.18, -3.99, -1.62], [-2.52, -5.65, -1.13], [-1.08, -5.29, -2.08], [3.59, 1.19, -0.90], [3.52, 2.64, -3.19], [3.13, 2.30, -5.55], [1.81, 2.67, -6.67], [1.96, 1.04, -6.00], [2.39, 4.23, -4.06], [0.77, 4.20, -3.35], [0.99, 4.59, -5.06], [-0.48, 1.29, -5.37], [-0.49, 3.01, -5.81], [-0.96, 2.49, -4.18], [-3.48, -0.69, -0.03], [-4.78, 0.31, 0.55], [-6.11, -0.04, 0.25], [-7.18, 0.71, 0.68], [-6.96, 1.86, 1.44], [-5.66, 2.23, 1.75], [-4.56, 1.47, 1.32], [-2.96, 2.00, 1.76], [-6.27, -0.94, -0.35], [-8.19, 0.41, 0.43], [-7.79, 2.46, 1.78], [-5.47, 3.12, 2.34]]
}